Density functional theory data (the ωB97M-V functional and the def2-TZVPD basis) for a cluster of 10 separate species, C32H50B2O40S7 in total.

Computed properties:
HOMO-LUMO gap   8.5 eV
HOMO energy   -0.2101 Eh
E_LUMO   2.809 eV
DFT total energy   -193103.388 eV
Net charge   -2

Geometry (Å):
O (20.6763, 1.6067, -17.8541)
C (19.8806, 1.3696, -16.9992)
O (19.8402, 1.8798, -15.7616)
B (18.6407, 1.3654, -15.0779)
O (17.9706, 0.5058, -16.0295)
C (18.5653, 0.5198, -17.1944)
O (18.2939, -0.0460, -18.2123)
O (17.8546, 2.4725, -14.5290)
C (17.8645, 2.3864, -13.1969)
O (17.4307, 3.2341, -12.4691)
C (18.6656, 1.1526, -12.7836)
O (18.9709, 0.5150, -13.8855)
O (18.7457, 0.7680, -11.6484)
O (24.4668, 5.9070, -25.3606)
C (23.5286, 5.6396, -24.6689)
O (23.5331, 5.2312, -23.4132)
B (22.1802, 4.8929, -22.9768)
O (21.3156, 5.0859, -24.2133)
C (22.0684, 5.5295, -25.1927)
O (21.7101, 5.8521, -26.2966)
O (21.7025, 5.8067, -21.9155)
C (21.3740, 5.0982, -20.8392)
O (20.9199, 5.5617, -19.8307)
C (21.7026, 3.6494, -21.1072)
O (22.0243, 3.5483, -22.4067)
O (21.5472, 2.7954, -20.2975)
C (19.5274, 7.8823, -17.5977)
C (20.9795, 7.5166, -17.6005)
O (21.5382, 8.7859, -17.1754)
S (20.7436, 10.0454, -17.8180)
O (21.4344, 10.4946, -18.9725)
O (20.3236, 11.0060, -16.8343)
O (19.4749, 9.1037, -18.3040)
H (19.2444, 8.0739, -16.5595)
H (18.9670, 7.1246, -18.1455)
H (21.3365, 7.1512, -18.5668)
H (21.2561, 6.7451, -16.8844)
C (22.6437, 10.4092, -22.0658)
C (22.3688, 8.9019, -22.1238)
O (23.1899, 8.3705, -23.1759)
S (24.1166, 9.5408, -23.8656)
O (23.9451, 9.4482, -25.2849)
O (25.3855, 9.6476, -23.2162)
O (23.1548, 10.7425, -23.3527)
H (23.3320, 10.6764, -21.2594)
H (21.7677, 11.0040, -21.8181)
H (21.3420, 8.7011, -22.4297)
H (22.6038, 8.2800, -21.2646)
C (25.8418, 1.2199, -27.6909)
C (24.6648, 2.1199, -28.1422)
O (24.0958, 2.8396, -27.0355)
S (25.0137, 2.5694, -25.7325)
O (24.1314, 2.2692, -24.6528)
O (26.0670, 3.5045, -25.5250)
O (25.6166, 1.1301, -26.2770)
H (26.8161, 1.6686, -27.8938)
H (25.8322, 0.2199, -28.1147)
H (23.8939, 1.4989, -28.5939)
H (25.0153, 2.9242, -28.7906)
O (14.6685, 4.7451, -17.1808)
S (15.9153, 4.0148, -17.1700)
O (15.8940, 2.6095, -17.5082)
O (16.8981, 4.7616, -18.1627)
C (18.2499, 4.3082, -18.4204)
C (18.3216, 3.7965, -19.8277)
C (16.8595, 4.1374, -15.6131)
H (18.5273, 3.6026, -17.6357)
H (18.9631, 5.1280, -18.3177)
H (17.7151, 2.9102, -20.0012)
H (19.3407, 3.5236, -20.0941)
H (18.0739, 4.6541, -20.4581)
H (16.1598, 3.8712, -14.8229)
H (17.0788, 5.1981, -15.4837)
H (17.7464, 3.5174, -15.6506)
O (20.1792, 0.7924, -23.9264)
S (19.7650, 1.0448, -25.3044)
O (19.3842, -0.0265, -26.1812)
O (18.4860, 2.0412, -25.2639)
C (18.4033, 3.0028, -24.2181)
C (17.0608, 3.6914, -24.2602)
C (20.9306, 2.1315, -26.1267)
H (19.1923, 3.7569, -24.2741)
H (18.5063, 2.5054, -23.2510)
H (16.9541, 4.3926, -23.4234)
H (16.2257, 3.0713, -23.9173)
H (16.8993, 4.2011, -25.2070)
H (20.8596, 1.7129, -27.1351)
H (21.9171, 2.0116, -25.6912)
H (20.6120, 3.1610, -26.2697)
O (25.2600, 6.3400, -30.9401)
S (24.5120, 6.4519, -29.7247)
O (23.6729, 7.5905, -29.4470)
O (23.6306, 5.1085, -29.5862)
C (22.2245, 5.2333, -29.9602)
C (21.5848, 3.9073, -29.6411)
C (25.6117, 6.1108, -28.3034)
H (22.2369, 5.3985, -31.0404)
H (21.8229, 6.0833, -29.4126)
H (22.1635, 3.1300, -30.1450)
H (20.6122, 3.8855, -30.1394)
H (21.4657, 3.7046, -28.5806)
H (26.6226, 6.4461, -28.5256)
H (25.5927, 5.0287, -28.2605)
H (25.1863, 6.7248, -27.5164)
O (27.9533, 2.1576, -23.7749)
S (27.6704, 1.6746, -22.4524)
O (28.7161, 1.0633, -21.6453)
O (26.9616, 2.7680, -21.4964)
C (26.2520, 3.8327, -22.1486)
C (27.0916, 5.0779, -22.4191)
C (26.3462, 0.4485, -22.6346)
H (25.3928, 4.0980, -21.5279)
H (25.7003, 3.5600, -23.0499)
H (26.9566, 5.8144, -21.6299)
H (26.8252, 5.4564, -23.4063)
H (28.1565, 4.8497, -22.4926)
H (25.4572, 0.8286, -22.1278)
H (26.6080, -0.4742, -22.1261)
H (26.0575, 0.3462, -23.6766)
C (26.1472, 6.6162, -17.7885)
C (25.1780, 5.6505, -18.0404)
C (24.3300, 5.8359, -19.1210)
C (24.5816, 6.8172, -20.0541)
C (25.6141, 7.7420, -19.8744)
C (26.4293, 7.6035, -18.7436)
H (26.6744, 6.4892, -16.8511)
H (24.9672, 4.9216, -17.2687)
H (23.6152, 5.0434, -19.3125)
H (23.9496, 6.8129, -20.9349)
H (25.8091, 8.4894, -20.6312)
H (27.2973, 8.2280, -18.5787)